Record 1
32
Properties=species:S:1:pos:R:3:nbo_charge:R:1 method="wB97M-V/def2-TZVPD" total_energy_ha=-3408.3394 molar_mass_g_mol=333.09 gap_ev=8.9
Ga -1.40773 0.00959 0.05535 1.6000
N 1.94615 -0.35801 -0.24464 -0.8343
C 2.73834 0.61033 -0.98976 -0.2124
C 2.36197 2.01933 -0.58488 -0.4139
C 0.92688 2.44232 -0.85185 -0.2146
N -0.09254 1.89420 0.08125 -0.8633
H 2.13545 -0.28010 0.75008 0.3533
H 2.17426 -1.31158 -0.49973 0.3779
H 2.52409 0.47985 -2.05436 0.1874
H 3.82069 0.48355 -0.86496 0.1736
H 3.00011 2.70692 -1.14566 0.2254
H 2.60186 2.18232 0.47376 0.1941
H 0.63289 2.17315 -1.86798 0.2043
H 0.89168 3.53244 -0.78789 0.1950
H -0.92797 2.46789 -0.00799 0.4076
H 0.22758 2.01418 1.04088 0.3888
O -2.92310 -0.52962 -1.39233 -1.0175
S -3.87919 -0.25076 -0.26611 2.2320
O -5.26231 -0.24247 -0.60251 -0.9002
O -3.43606 -1.04462 0.88751 -0.9793
S -3.08290 1.60412 0.28685 -0.5887
C 0.24458 -4.39998 0.04808 -0.2142
C 0.30041 -3.62471 -1.10444 -0.2141
C -0.13235 -2.30715 -1.07673 -0.2198
C -0.63182 -1.75679 0.10261 -0.5484
C -0.70706 -2.54285 1.24657 -0.1539
C -0.26143 -3.86020 1.21928 -0.2318
H 0.58120 -5.42848 0.02601 0.2140
H 0.67512 -4.05014 -2.02709 0.2132
H -0.09455 -1.71946 -1.98587 0.2137
H -1.13936 -2.14800 2.15701 0.2114
H -0.32741 -4.46807 2.11273 0.2148

=====

Record 2
211
Properties=species:S:1:pos:R:3:mulliken_charge:R:1 method="wB97M-V/def2-TZVPD" total_energy_ha=-3567.3060 molar_mass_g_mol=1100.71 relative_energy_kj_mol=367.22 gap_ev=8.9
C 19.68620 20.38574 18.66476 -1.4648
C 18.30732 19.81986 18.35586 1.4707
C 17.97108 18.48844 19.06513 -0.5114
O 18.86776 17.43906 18.70720 -0.4267
C 19.10240 17.14600 17.32811 -0.3503
N 17.32929 20.83984 18.66669 -0.6180
H 20.43457 19.68784 18.28932 0.2808
H 19.79536 20.50398 19.74282 0.3807
H 19.75850 21.34780 18.15749 0.2556
H 18.24654 19.72558 17.27165 -0.1604
H 16.95647 18.14108 18.87020 0.2311
H 18.05354 18.59496 20.14677 0.3179
H 19.93599 17.75284 16.97462 0.2089
H 18.24042 17.30835 16.68102 -0.0338
H 19.45966 16.12486 17.19491 0.3061
H 17.55728 21.54332 17.97877 0.2699
H 16.50994 20.46417 18.21103 0.0614
C 12.64934 24.86308 19.84833 -1.8646
C 13.50620 24.23200 18.75312 0.9322
C 14.93450 24.00034 19.07407 -0.4059
O 15.48970 25.28502 19.28202 -0.5088
C 16.79382 25.08022 19.83576 -0.4623
N 12.95260 22.94628 18.52980 0.9256
H 12.92822 25.90236 20.02218 0.4643
H 12.75606 24.36314 20.81103 0.2490
H 11.57964 24.82720 19.64208 0.3818
H 13.41092 24.88358 17.88452 -0.1315
H 15.44252 23.50154 18.24871 0.0054
H 15.01208 23.36708 19.95784 0.5344
H 16.79894 24.34704 20.64231 0.3191
H 17.27604 26.02876 20.07202 0.3527
H 17.42232 24.64528 19.05865 -0.0432
H 11.98892 23.05404 18.81229 -0.9352
H 13.23208 22.43642 19.35565 -0.4139
C 11.24684 25.60316 8.39319 -1.4906
C 10.93576 25.10480 9.82268 0.2269
C 12.02874 24.13112 10.36801 -0.2992
O 11.69332 23.59196 11.66315 0.0207
C 12.37406 22.42306 12.17867 -0.1980
N 10.67528 26.21924 10.75099 -0.6605
H 11.41760 24.72948 7.76422 0.4078
H 12.06160 26.31834 8.50638 0.2792
H 10.38341 26.08464 7.93409 0.3653
H 9.98100 24.58890 9.72073 0.3370
H 12.99838 24.62790 10.33535 -0.0850
H 12.13752 23.26694 9.71266 0.4557
H 12.09440 21.54668 11.59398 0.5018
H 12.09508 22.23370 13.21521 -0.3239
H 13.45872 22.51072 12.11593 0.0992
H 10.71506 25.85986 11.69405 0.0334
H 11.55178 26.72048 10.72607 0.5371
C 12.73774 26.84276 13.72486 -0.0312
C 12.67792 28.03352 12.74493 0.2909
C 13.55396 29.32130 13.01395 -0.6831
O 13.62710 30.23880 11.92162 -0.3705
C 12.80196 31.39144 12.02940 -0.7443
N 13.06126 27.48196 11.44148 -0.5473
H 13.68542 26.31634 13.83833 -0.4055
H 11.95266 26.11206 13.53029 -0.3303
H 12.50966 27.18776 14.73335 0.4498
H 11.64806 28.37124 12.62896 0.4627
H 14.60162 29.10766 13.22573 -0.0180
H 13.18042 29.77364 13.93262 0.5063
H 13.18226 32.08736 12.77717 0.3009
H 11.78690 31.20264 12.37885 0.3170
H 12.79224 31.79952 11.01873 0.2558
H 13.11164 28.24768 10.78480 0.3047
H 14.01566 27.17770 11.57041 -0.2167
C 10.69592 12.08182 18.41661 -1.6041
C 11.55832 13.29066 18.76649 0.6554
C 11.92204 14.20452 17.56911 -0.6729
O 12.87308 15.17276 18.13731 -0.4204
C 13.19022 16.18398 17.21723 -0.3716
N 10.83172 14.10764 19.70520 -0.7166
H 11.22404 11.47422 17.68176 0.3606
H 9.75790 12.43986 17.99233 0.3709
H 10.37110 11.46192 19.25226 0.3965
H 12.36840 12.87074 19.36275 0.2865
H 10.98404 14.64548 17.23174 0.3356
H 12.32680 13.59548 16.76081 0.3359
H 12.24526 16.61704 16.88921 0.4170
H 13.90142 15.75522 16.51121 0.0734
H 13.74584 17.00154 17.67653 0.0716
H 10.60322 13.59478 20.54476 0.2432
H 11.59754 14.75264 19.83794 0.1271
C 17.00474 13.19332 10.30805 -1.3210
C 16.71517 12.52886 11.64034 0.8180
C 15.86446 13.33278 12.61704 -0.9771
O 16.48898 14.59156 12.92808 -0.4111
C 15.84206 15.29834 14.00896 -0.9380
N 15.94736 11.37438 11.31078 -0.7958
H 16.72622 14.24652 10.27222 0.1720
H 16.32080 12.85826 9.52827 0.4304
H 18.06552 13.24420 10.06256 0.2807
H 17.62348 12.13538 12.09671 0.3528
H 15.68936 12.76454 13.53057 0.4072
H 14.88602 13.54666 12.18690 0.3525
H 14.86848 15.59526 13.61895 0.2952
H 16.44162 16.16230 14.29561 0.2760
H 15.80434 14.70132 14.92014 0.5826
H 15.61666 10.98632 12.18265 0.2007
H 16.55718 10.69578 10.87751 0.2571
C 12.39424 21.54840 22.34666 -1.4683
C 12.72084 20.36760 21.46657 0.3257
C 11.53846 19.57220 20.88008 0.0909
O 12.02908 18.57515 19.93383 -0.3524
C 12.72512 17.43426 20.45553 -0.1813
N 13.55624 20.90862 20.39610 -0.4862
H 11.96264 21.22142 23.29266 0.4643
H 11.74394 22.20860 21.77279 0.0963
H 13.32040 22.08660 22.54834 0.3995
H 13.39910 19.68983 21.98490 0.4845
H 11.01098 20.25309 20.21206 -0.8061
H 10.81906 19.26748 21.64016 0.5814
H 12.80020 16.59348 19.76595 -0.2473
H 12.06786 17.08856 21.25340 0.3696
H 13.72262 17.76786 20.74159 0.2645
H 13.73628 20.18129 19.71884 -0.2837
H 14.48398 21.06020 20.76541 0.3169
C 8.24652 21.78642 13.88503 -1.7038
C 8.51708 22.93318 14.85532 2.4966
C 9.27192 24.13676 14.22382 -0.6529
O 9.60096 25.20794 15.07704 -0.5082
C 10.41616 24.92718 16.14215 -0.2180
N 7.28352 23.41156 15.45278 -0.6592
H 7.81588 20.87604 14.30197 0.4017
H 9.17168 21.42840 13.43340 0.2304
H 7.64262 22.13922 13.04899 0.4056
H 9.13130 22.54378 15.66722 -1.2237
H 8.69106 24.54224 13.39540 0.4350
H 10.21584 23.79196 13.80167 -0.1755
H 10.73144 25.85914 16.61137 0.4312
H 11.32462 24.39236 15.86512 -0.1461
H 9.92484 24.30556 16.89069 0.2610
H 7.30958 24.38858 15.70745 0.2801
H 6.98004 22.87744 16.25448 0.2663
C 15.06300 18.85696 15.09335 -0.9974
C 15.44990 20.23060 15.69168 1.7060
C 14.94268 21.44574 14.84957 -0.9612
O 15.35192 22.64626 15.44430 1.7732
C 14.49736 23.71530 15.10986 -0.0408
N 14.95630 20.39758 17.03062 0.2994
H 14.01896 18.56221 15.19931 -0.2049
H 15.54378 18.08064 15.68854 0.1701
H 15.26526 18.73242 14.02954 0.2880
H 16.52388 20.41568 15.67214 -0.4900
H 13.86154 21.42640 14.71226 -0.2307
H 15.38142 21.38758 13.85346 0.2666
H 13.43212 23.57376 15.29237 -0.2301
H 14.61278 24.02568 14.07138 -0.0252
H 14.82866 24.60320 15.64837 0.0275
H 14.91564 21.40336 17.11318 -0.8860
H 13.98622 20.12160 16.97688 0.4877
C 10.61906 19.42800 15.77198 -1.3618
C 10.85782 20.55726 16.74792 1.3515
C 9.70790 20.80140 17.78370 -1.5042
O 9.97940 22.08812 18.40447 0.5939
C 9.05859 22.42732 19.44636 -1.1819
N 12.09460 20.31188 17.38331 1.1088
H 9.99432 19.76418 14.94445 0.1200
H 10.23814 18.52456 16.24823 0.3658
H 11.53250 19.13510 15.25436 0.0359
H 10.87064 21.43264 16.09856 -0.3512
H 9.62717 20.03442 18.55396 0.6881
H 8.73390 20.89385 17.30317 0.4452
H 8.82936 21.68454 20.21045 0.3436
H 8.10042 22.75286 19.04133 0.2247
H 9.64294 23.16128 20.00126 0.3170
H 11.93174 19.76086 18.21394 -0.3869
H 12.45604 21.19170 17.72297 -0.3118
C 16.63530 24.14340 11.18826 -1.2437
C 16.53414 25.70854 10.86743 1.0414
C 16.91987 26.70594 11.98118 -1.3575
O 15.99894 26.55332 13.12297 0.6071
C 16.57734 27.05280 14.30622 -1.0049
N 17.35478 25.88730 9.70847 -0.7754
H 16.17566 23.54290 10.40327 0.4800
H 16.12126 23.85044 12.10370 -0.0779
H 17.69320 23.89718 11.27951 0.3598
H 15.49410 25.87282 10.58562 -0.0780
H 17.03905 27.70024 11.55079 0.3472
H 17.89066 26.30496 12.27253 0.4905
H 15.86768 26.83072 15.10319 0.2815
H 16.67107 28.13874 14.30165 0.3064
H 17.51816 26.54096 14.50868 0.2711
H 17.41584 26.87804 9.52191 0.3187
H 16.74930 25.46500 9.01914 0.3430
C 14.84078 17.49513 11.30601 -1.2034
C 14.85538 18.64948 10.23995 -0.0719
C 14.79692 20.06338 10.93120 -0.4125
O 16.02146 18.55234 9.49700 -0.6023
H 14.70994 16.51086 10.85633 0.3281
H 14.00108 17.46282 12.00024 0.4549
H 15.76278 17.47938 11.88718 0.3149
H 13.96242 18.51841 9.62876 0.4131
H 14.87318 20.97226 10.33437 0.3864
H 15.56456 20.12736 11.70240 0.0323
H 13.81032 20.08546 11.39404 0.0260
H 16.79554 18.58219 10.06400 0.3653
C 18.38061 22.51524 14.29002 -1.0807
C 18.96090 22.69130 15.71037 1.0351
C 20.02062 23.75586 15.86462 -1.8481
O 17.93385 22.99948 16.56976 -0.2111
H 17.89304 23.40536 13.89241 0.0224
H 17.74351 21.63130 14.26128 0.1167
H 19.17493 22.31710 13.57037 0.5860
H 19.53170 21.79202 15.94193 0.1287
H 19.64169 24.76368 15.69479 0.2621
H 20.94014 23.52298 15.32761 0.4173
H 20.38708 23.69796 16.88954 0.4261
H 17.10768 23.01960 16.08126 -0.3676

=====

Record 3
14
Properties=species:S:1:pos:R:3:nbo_charge:R:1 method="wB97M-V/def2-TZVPD" smiles="Cn1cnn(N)c1=S" total_energy_ha=-735.0105 molar_mass_g_mol=130.18 relative_energy_kj_mol=355.23 gap_ev=8.7
C 0.73149 -1.09536 0.18629 0.1442
C -0.44191 0.77631 0.04034 0.1854
C 2.07445 0.92603 0.04445 -0.4139
N -0.34447 -1.69662 -0.06266 -0.2004
N 0.76981 0.28354 0.16041 -0.4317
N -1.29847 -0.69472 -0.13681 -0.1191
N -2.60414 -0.84937 -0.16071 -0.6377
S -1.28869 2.17555 -0.05396 -0.1544
H 1.59247 -1.58878 0.26038 0.1859
H 1.86014 1.84262 -0.53539 0.2416
H 2.52735 1.22426 1.10676 0.2236
H 2.75709 0.13160 -0.50631 0.2220
H -3.12886 -0.40850 -0.99953 0.3798
H -3.20626 -1.02656 0.65674 0.3748

=====

Record 4
11
Properties=species:S:1:pos:R:3:nbo_charge:R:1 method="wB97M-V/def2-TZVPD" smiles="N=C1C=NN=C1.[H][H]" total_energy_ha=-281.4685 molar_mass_g_mol=83.09 relative_energy_kj_mol=319.10 gap_ev=9.1
N 0.30905 0.69922 1.71463 -0.4863
C 0.30059 0.55933 0.45528 0.1483
C -0.73260 0.77872 -0.59407 -0.0173
N -0.27862 0.49188 -1.75176 -0.2128
N 1.10849 0.05028 -1.61912 -0.2214
C 1.42969 0.08856 -0.38453 0.0120
H -1.02113 -2.32347 0.66477 -0.0054
H -0.59813 1.03627 2.04690 0.3438
H -1.74819 1.13041 -0.44542 0.2137
H -1.18131 -2.31819 -0.06145 0.0051
H 2.41216 -0.19301 -0.02522 0.2203

=====

Record 5
30
Properties=species:S:1:pos:R:3:nbo_charge:R:1 method="wB97M-V/def2-TZVPD" smiles=O.O.O.O.O.O.O.O.O.O total_energy_ha=-764.3740 molar_mass_g_mol=180.15 relative_energy_kj_mol=283.32 gap_ev=10.7
O -0.38856 -1.24040 1.51066 -0.9870
H -0.87076 -1.91572 2.01906 0.4849
H 0.49650 -1.54592 1.72569 0.4837
O -0.96189 1.82570 2.89288 -0.9587
H -1.70554 1.61961 2.35100 0.4855
H -1.34684 2.13017 3.70784 0.4579
O -3.53887 0.25240 -1.82667 -0.9478
H -3.93019 -0.59231 -1.58825 0.4595
H -3.41025 0.67278 -0.96406 0.4765
O -0.50850 0.62959 -0.39379 -1.0001
H -0.20178 0.13773 0.36755 0.5058
H 0.24635 0.64144 -1.00296 0.5008
O -0.79204 -1.89368 -1.69756 -0.9346
H -0.84765 -1.27423 -0.99388 0.4881
H 0.12021 -1.83840 -1.95875 0.4352
O 1.91939 -1.57633 2.66809 -0.9507
H 2.01928 -0.92352 1.98511 0.4856
H 1.89874 -1.06066 3.46190 0.4852
O 2.62431 0.08553 0.60584 -0.9911
H 2.37806 -0.73474 0.20338 0.4655
H 3.03091 0.71318 -0.01853 0.5261
O 3.45807 0.95653 -1.88433 -0.9591
H 3.58826 1.81641 -2.20061 0.4718
H 2.59952 0.76697 -2.27877 0.4890
O -2.76072 0.99024 0.94128 -0.9875
H -3.23051 0.15518 0.97656 0.4769
H -1.93478 0.95033 0.45035 0.5110
O 0.91979 0.30309 -2.81285 -0.9750
H 1.09453 -0.58611 -3.06342 0.4814
H 0.03497 0.53513 -3.18275 0.5214

=====

Record 6
14
Properties=species:S:1:pos:R:3:nbo_charge:R:1 method="wB97M-V/def2-TZVPD" total_energy_ha=-270.3590 molar_mass_g_mol=84.12 relative_energy_kj_mol=522.13 gap_ev=9.1
C 1.50470 -0.95455 -0.27765 -0.6550
C 0.68695 0.24614 -0.51705 -0.0357
C -1.17048 -0.28863 -0.49405 0.0302
C -1.12920 0.12480 0.97522 -0.4726
C -0.22071 1.11457 0.29785 0.0170
O -1.07108 1.15191 -0.89504 -0.5579
H 1.05675 -1.55684 0.50851 0.2108
H 1.46987 -1.52376 -1.21532 0.2316
H 2.54405 -0.70258 -0.06761 0.2066
H 1.18266 0.94707 -1.23693 0.2106
H -2.14249 -0.72393 -0.85194 0.2004
H -0.70792 -0.53745 1.73541 0.2018
H -2.04523 0.60663 1.34649 0.2156
H 0.04213 2.09662 0.69209 0.1965

=====

Record 7
13
Properties=species:S:1:pos:R:3:nbo_charge:R:1 method="wB97M-V/def2-TZVPD" smiles=CBCC total_energy_ha=-144.4933 molar_mass_g_mol=55.92 relative_energy_kj_mol=40.00 gap_ev=10.6
B -0.75769 -0.74480 -0.29935 0.6990
C -1.86572 0.41389 -0.24634 -1.0050
C 1.62758 0.51870 0.07900 -0.6037
C 0.73565 -0.56486 0.37981 -0.7302
H -0.98437 -1.79776 -0.62137 -0.1102
H -1.55152 1.29166 0.31176 0.2208
H -2.82124 0.12813 0.25406 0.2462
H -2.06041 0.76736 -1.39249 0.2448
H 1.38603 1.47494 0.50211 0.2063
H 2.60709 0.28584 0.51276 0.1991
H 1.78122 0.37292 -0.96897 0.2034
H 1.29064 -1.51602 0.02584 0.2006
H 0.61273 -0.62998 1.46318 0.2289